No. 1
Computed, not measured: a 2-piece molecular cluster, C2H9N3 overall in a non-equilibrium geometry, with the ωB97M-V functional and the def2-TZVPD basis.

HOMO = -9.0 eV
spin multiplicity = 1
structure (SMILES) = [H]/N=C/N.CN
LUMO energy = 0.0379 hartree

Positions of all 14 atoms, in Å:
1 C -1.0023 1.0004 -1.8568
2 N -1.8388 2.1732 -1.5755
3 H -1.3042 0.4584 -2.7602
4 H -1.1659 0.3254 -1.0216
5 H 0.0537 1.2342 -1.9567
6 H -2.8099 1.9013 -1.4740
7 H -1.8655 2.7790 -2.3909
8 N 2.2989 -2.0000 1.7656
9 C 1.1541 -1.2990 2.1085
10 N 0.2482 -1.0000 1.2722
11 H 3.0638 -1.7605 2.3846
12 H 2.5697 -1.8792 0.8023
13 H 1.2931 -0.8439 3.0715
14 H -0.6949 -1.0894 1.6311

Forces on the atoms, in the same order (eV/Å):
C -0.90 -0.36 0.04
N 0.09 0.48 -0.56
H 0.05 0.00 -0.09
H 0.47 -0.20 0.06
H 0.00 0.24 0.24
H 0.08 -0.25 0.21
H 0.22 0.10 0.11
N 0.27 1.09 0.27
C 0.73 0.60 -1.05
N -0.17 -2.01 -0.49
H 0.11 -0.21 -0.09
H -0.17 -0.39 -0.38
H -0.77 -0.48 1.35
H -0.01 1.40 0.37

***

No. 2
Computed, not measured: a 3-piece molecular cluster, C34H52ClFIN5O6PS4 overall in a non-equilibrium geometry, with the ωB97M-V functional and the def2-TZVPD basis.

total charge = +1
HOMO = -11.0 eV
spin multiplicity = 1
LUMO energy = -0.1079 hartree

Positions of all 105 atoms, in Å:
1 C 7.0428 0.2629 -2.9986
2 C 5.9257 0.6859 -3.0067
3 C 4.5215 1.1118 -3.0831
4 C 4.3170 2.2902 -2.1045
5 C 2.9267 2.4334 -1.4504
6 N 2.2403 1.1622 -1.1553
7 S 3.1477 0.0472 -0.1836
8 C 1.0401 0.8433 -1.5605
9 N 0.2636 -0.2798 -1.3377
10 C 0.3529 -1.1411 -0.1161
11 C 0.9645 -2.5034 -0.5085
12 C 0.7422 -3.5419 0.5941
13 F 1.9284 -3.7901 1.2457
14 C -1.0915 0.3474 -1.2253
15 Cl -0.8811 1.4066 0.2730
16 C -1.1578 1.3359 -2.4099
17 C -1.9696 2.6079 -2.1778
18 C -3.3164 2.4533 -1.4465
19 C -4.3147 1.4176 -1.9924
20 C -5.5097 1.2466 -1.0290
21 C -5.5527 -0.1589 -0.4081
22 C -5.7806 -1.2632 -1.4674
23 C -4.8526 -2.4688 -1.3352
24 S -5.3209 -3.7116 -2.5911
25 C -3.8896 -4.5669 -3.0430
26 N -3.8751 -5.6457 -3.7527
27 N -2.5930 -6.0259 -3.9460
28 C -1.8473 -5.1693 -3.3415
29 O -2.6086 -4.2331 -2.7361
30 C -1.6551 0.5284 -3.6363
31 C -1.4347 -0.8388 -3.7582
32 C -1.8998 -1.5654 -4.8397
33 C -2.5937 -0.9472 -5.8567
34 C -2.8417 0.4105 -5.7398
35 C -2.3892 1.1219 -4.6539
36 N 0.3320 1.7043 -2.4086
37 P 0.8309 1.6011 -4.1571
38 O 1.8395 0.3145 -4.1559
39 I 2.1685 3.5787 -4.7233
40 H 7.8886 -0.3708 -3.1038
41 H 4.3773 1.3956 -4.1221
42 H 3.9434 0.2240 -2.8521
43 H 4.5477 3.2017 -2.6493
44 H 5.0505 2.1702 -1.3127
45 H 3.1058 2.8753 -0.4677
46 H 2.2829 3.1317 -1.9707
47 H 3.5637 0.8452 0.8289
48 H 0.9642 -0.7504 0.6886
49 H -0.6168 -1.3750 0.3095
50 H 0.4141 -2.8177 -1.3901
51 H 2.0160 -2.3741 -0.7521
52 H -0.0069 -3.1807 1.3031
53 H 0.3434 -4.4599 0.1621
54 H -1.9257 -0.3344 -1.1683
55 H -2.1404 3.1831 -3.0825
56 H -1.3445 3.2420 -1.5512
57 H -3.1916 2.2854 -0.3788
58 H -3.8157 3.4230 -1.5161
59 H -4.6586 1.6882 -2.9868
60 H -3.8193 0.4454 -2.0100
61 H -6.4603 1.3486 -1.5484
62 H -5.4291 1.9508 -0.2008
63 H -4.6309 -0.3853 0.1414
64 H -6.3637 -0.2450 0.3143
65 H -6.7869 -1.6780 -1.3975
66 H -5.6559 -0.8859 -2.4837
67 H -4.9406 -2.9428 -0.3584
68 H -3.7988 -2.2146 -1.4715
69 H -0.7764 -5.1865 -3.3180
70 H -0.9058 -1.4062 -3.0062
71 H -1.7107 -2.6302 -4.8796
72 H -2.9417 -1.4960 -6.7186
73 H -3.3956 0.8996 -6.5281
74 H -2.6155 2.1768 -4.6537
75 H 1.3394 -0.4754 -3.8968
76 C -0.9389 0.8169 5.7299
77 C -0.1401 0.6396 4.4308
78 C -0.3192 1.9153 3.6047
79 S -0.6162 3.2430 4.7774
80 O -1.9527 3.7393 4.5785
81 O 0.5218 4.1249 4.8006
82 C -0.5948 2.2131 6.2408
83 H -0.6929 0.0526 6.4655
84 H -2.0089 0.7502 5.5192
85 H 0.9205 0.5139 4.6408
86 H -0.4656 -0.2417 3.8764
87 H 0.5703 2.1457 3.0210
88 H -1.1876 1.8519 2.9520
89 H -1.3058 2.5975 6.9682
90 H 0.4151 2.2458 6.6485
91 C 4.7456 -0.2641 7.0156
92 C 5.5571 -1.3763 6.3385
93 C 4.9877 -1.5647 4.9263
94 S 4.3026 0.0255 4.4490
95 O 2.8697 -0.1088 4.3009
96 O 5.1013 0.6039 3.3955
97 C 4.6465 0.8620 5.9907
98 H 5.2154 0.0769 7.9362
99 H 3.7475 -0.6329 7.2627
100 H 6.6045 -1.0762 6.2761
101 H 5.5171 -2.3060 6.9031
102 H 5.7542 -1.8484 4.2096
103 H 4.1792 -2.2935 4.9116
104 H 3.8539 1.5762 6.2033
105 H 5.5979 1.3807 5.8782

Forces on the atoms, in the same order (eV/Å):
C 0.04 -0.65 -0.18
C -0.42 0.00 -0.14
C 1.25 0.25 0.24
C -0.42 -0.71 -0.12
C 0.59 0.61 0.31
N 0.14 -0.58 0.44
S 0.73 -0.37 -0.10
C -1.06 0.94 -1.12
N -1.33 0.42 2.26
C 1.69 -1.90 -0.11
C -0.90 0.49 0.19
C -0.11 0.33 -0.66
F 0.03 -0.12 0.27
C 1.10 2.00 -0.37
Cl -0.83 -0.55 0.39
C 0.05 -0.94 0.18
C -0.17 0.23 0.95
C -0.66 0.14 -0.54
C 0.11 0.02 0.90
C 0.12 -0.76 0.24
C -0.02 -0.58 -0.32
C 0.21 -0.45 -0.17
C 0.64 -0.31 0.15
S -0.43 0.28 -0.13
C 1.36 -0.92 -0.14
N -1.77 -0.08 -0.16
N 1.12 -0.15 -0.24
C -1.20 -0.78 -0.46
O 0.45 1.70 0.95
C 0.09 0.10 0.12
C 0.14 -0.42 0.31
C 0.05 -0.37 -0.19
C -0.03 0.11 0.04
C -0.18 -0.30 -0.45
C -0.16 0.62 -0.10
N 0.96 -0.63 -1.31
P -0.72 0.32 -0.56
O 0.21 0.51 0.36
I 0.25 -0.21 0.14
H 0.40 0.33 0.17
H -0.54 0.03 -0.01
H -0.33 0.10 -0.04
H -0.05 0.21 0.21
H 0.05 0.11 0.06
H -0.14 0.06 0.06
H -0.29 -0.36 -0.15
H -0.41 0.28 -0.25
H -0.25 0.51 -0.08
H -0.38 0.51 -0.37
H 0.15 -0.22 -0.34
H 0.07 -0.34 -0.03
H 0.18 -0.02 0.26
H 0.30 -0.21 0.12
H 0.08 -0.22 0.36
H 0.25 -0.24 -0.27
H -0.01 0.12 -0.03
H 0.19 -0.12 -0.03
H 0.09 0.10 0.07
H 0.16 -0.15 -0.17
H 0.04 -0.10 -0.54
H -0.05 0.48 0.01
H -0.28 0.28 -0.17
H 0.08 0.19 -0.01
H 0.06 0.24 0.15
H -0.22 0.33 -0.05
H -0.10 0.16 0.00
H -0.06 0.06 0.08
H -0.03 0.14 -0.12
H 0.14 0.34 0.32
H 0.06 0.08 0.10
H 0.01 -0.01 -0.01
H -0.03 -0.08 -0.01
H -0.02 0.19 0.05
H 0.08 0.06 0.15
H -0.02 -0.12 -0.22
C 0.00 0.03 -0.18
C 0.04 0.02 0.12
C -0.01 -0.37 -0.23
S 0.18 -0.19 0.19
O 0.03 0.13 -0.07
O -0.10 0.18 -0.09
C -0.09 -0.31 0.16
H 0.00 0.00 0.00
H -0.01 0.03 0.07
H -0.17 -0.04 0.12
H -0.01 0.02 -0.03
H -0.03 0.16 0.02
H -0.07 0.16 0.08
H 0.01 0.15 -0.07
H 0.01 0.07 -0.03
C -0.03 -0.13 -0.08
C 0.02 0.10 0.03
C 0.16 -0.27 0.20
S 0.39 -0.04 0.41
O 0.17 0.01 -0.30
O -0.33 0.03 -0.36
C -0.02 0.03 0.33
H -0.01 0.02 0.00
H 0.00 0.04 0.02
H -0.01 0.01 -0.01
H 0.00 -0.01 -0.03
H -0.09 0.06 -0.12
H -0.07 0.09 -0.06
H -0.02 0.03 -0.16
H -0.01 0.01 -0.08

***

No. 3
Computed, not measured: a 2-piece molecular cluster, CH2N2O4 overall in a non-equilibrium geometry, with the ωB97M-V functional and the def2-TZVPD basis.

HOMO (alpha / beta) = -7.4 / -10.0 eV
spin multiplicity = 3
LUMO energy (alpha / beta) = 0.0149 / -0.0854 hartree

Positions of all 9 atoms, in Å:
1 C 1.9137 0.4583 -2.3513
2 N -0.1011 0.4639 0.1110
3 N 0.7553 0.4259 1.1578
4 O 2.7687 1.2160 -2.3250
5 O 0.9314 -0.1044 -2.5294
6 O 0.4112 -0.3214 2.0607
7 O -1.3435 -0.2219 0.2829
8 H -0.0014 1.3217 -0.3902
9 H -1.1598 -0.7026 1.0772

Forces on the atoms, in the same order (eV/Å):
C -1.15 0.82 -1.10
N 0.66 -1.39 -1.08
N -0.15 0.94 -0.22
O 2.19 0.75 0.73
O -0.95 -1.65 0.14
O 0.39 -1.23 1.95
O 0.41 2.03 -1.18
H -1.30 0.50 -0.19
H -0.09 -0.76 0.96

***

No. 4
Computed, not measured: a 6-piece molecular cluster, C36H90N6O12 overall in a non-equilibrium geometry, with the ωB97M-V functional and the def2-TZVPD basis.

HOMO = -8.2 eV
spin multiplicity = 1
structure (SMILES) = COCCNCCOC.COCCNCCOC.COCCNCCOC.COCCNCCOC.COCCNCCOC.COCCNCCOC
LUMO energy = 0.0192 hartree

Positions of all 144 atoms, in Å:
1 C -5.6936 8.0664 6.1719
2 O -4.4314 7.4849 5.8466
3 C -3.4621 8.3571 5.2132
4 C -2.1332 7.7067 5.1283
5 N -1.0819 8.6859 4.6616
6 C -0.7717 9.6748 5.6825
7 C 0.6108 10.3484 5.6289
8 O 0.6493 11.5438 4.7896
9 C 1.3723 12.6391 5.3504
10 H -6.2272 7.1174 6.2246
11 H -6.0632 8.7522 5.4097
12 H -5.6949 8.5782 7.1343
13 H -3.4302 9.3408 5.6817
14 H -3.8711 8.5615 4.2237
15 H -2.2169 6.8657 4.4400
16 H -1.9356 7.3504 6.1393
17 H -1.6181 9.1608 3.9494
18 H -0.7278 9.1905 6.6580
19 H -1.4729 10.5026 5.5765
20 H 1.4229 9.7305 5.2459
21 H 0.6672 10.6062 6.6865
22 H 0.8116 13.4680 4.9184
23 H 2.4255 12.6070 5.0716
24 H 1.3302 12.6853 6.4386
25 C 6.9508 0.7284 -3.6590
26 O 8.2231 0.7777 -4.3449
27 C 9.3206 0.0025 -3.8192
28 C 9.4937 -1.3469 -4.6271
29 N 9.4774 -1.1584 -6.0862
30 C 9.5758 -2.4452 -6.8574
31 C 8.5132 -3.5160 -6.4581
32 O 8.9601 -4.2698 -5.2476
33 C 10.2328 -4.8860 -5.2371
34 H 6.3371 -0.0438 -4.1230
35 H 6.4684 1.6861 -3.8542
36 H 7.1349 0.5081 -2.6075
37 H 9.2433 -0.1996 -2.7509
38 H 10.2158 0.6232 -3.8558
39 H 8.5731 -1.7657 -4.2205
40 H 10.3327 -1.9387 -4.2612
41 H 8.6962 -0.5854 -6.3716
42 H 10.5748 -2.8811 -6.8502
43 H 9.4695 -2.3287 -7.9359
44 H 8.3778 -4.2428 -7.2590
45 H 7.5530 -3.0150 -6.3350
46 H 10.5544 -5.6096 -4.4880
47 H 10.9734 -4.0941 -5.1254
48 H 10.4101 -5.3639 -6.2005
49 C -16.3081 -4.4700 12.4004
50 O -15.3459 -3.6820 11.6039
51 C -15.5877 -2.3568 11.3020
52 C -14.5594 -1.6683 10.3256
53 N -14.6856 -2.1882 9.0238
54 C -13.5071 -1.9707 8.1537
55 C -13.7415 -2.3266 6.7149
56 O -12.5851 -2.1101 5.9770
57 C -12.5988 -2.4500 4.6324
58 H -17.1252 -3.8500 12.7693
59 H -15.5848 -4.7251 13.1749
60 H -16.7535 -5.3668 11.9698
61 H -15.5279 -1.8861 12.2833
62 H -16.6092 -2.1905 10.9600
63 H -13.5688 -1.8186 10.7549
64 H -14.8067 -0.6084 10.2657
65 H -14.7426 -3.1906 9.1337
66 H -12.7982 -2.6814 8.5785
67 H -13.1619 -0.9368 8.1580
68 H -14.5157 -1.7113 6.2564
69 H -14.0667 -3.3494 6.5243
70 H -11.7534 -1.8634 4.2728
71 H -13.5804 -2.1963 4.2320
72 H -12.5130 -3.5227 4.4594
73 C -0.3224 2.3825 0.8429
74 O -0.6537 1.1660 0.1779
75 C -1.6343 0.3032 0.6389
76 C -2.1686 -0.7133 -0.3094
77 N -3.2276 -1.5586 0.1696
78 C -4.5340 -0.8939 0.0754
79 C -5.0079 -1.2753 -1.4052
80 O -4.9396 -2.5892 -1.8108
81 C -5.5409 -3.5906 -0.8288
82 H -0.1901 2.4363 1.9235
83 H -1.2582 2.8748 0.5779
84 H 0.5740 2.9483 0.5891
85 H -2.4896 0.8608 1.0205
86 H -1.2464 -0.1398 1.5561
87 H -1.3846 -1.3818 -0.6651
88 H -2.4581 -0.0042 -1.0850
89 H -3.3471 -2.3622 -0.4304
90 H -4.5569 0.1638 0.3378
91 H -5.1914 -1.1863 0.8941
92 H -4.5234 -0.5924 -2.1030
93 H -5.9771 -0.8238 -1.6166
94 H -5.5738 -4.6193 -1.1879
95 H -6.5818 -3.3709 -0.5914
96 H -5.0666 -3.4849 0.1468
97 C 7.4358 -10.0968 2.4289
98 O 6.2769 -9.6400 1.6636
99 C 5.2592 -8.8663 2.1922
100 C 4.9233 -7.8317 1.1740
101 N 5.9871 -6.8514 1.0705
102 C 6.0724 -6.1694 -0.2933
103 C 4.8126 -5.4270 -0.6808
104 O 3.9826 -6.3458 -1.4233
105 C 3.1542 -5.9176 -2.4652
106 H 7.9243 -9.2462 2.9043
107 H 8.3049 -10.3448 1.8196
108 H 7.1671 -10.9975 2.9808
109 H 5.6300 -8.2687 3.0249
110 H 4.4096 -9.4832 2.4851
111 H 4.0191 -7.4077 1.6107
112 H 4.7251 -8.1922 0.1646
113 H 6.8488 -7.3437 1.2584
114 H 6.3141 -7.0032 -0.9524
115 H 6.9152 -5.4881 -0.4101
116 H 5.0532 -4.6132 -1.3648
117 H 4.2206 -5.0203 0.1392
118 H 3.5989 -4.9977 -2.8449
119 H 2.1176 -5.7135 -2.1971
120 H 2.9658 -6.5624 -3.3236
121 C 2.0595 1.3349 -7.4894
122 O 3.1388 1.0309 -8.4678
123 C 3.1539 1.5492 -9.7988
124 C 4.7442 1.5607 -10.2016
125 N 5.4921 2.1909 -9.1354
126 C 5.5848 3.6757 -9.2392
127 C 6.5830 4.1390 -10.3689
128 O 7.2907 5.3083 -9.9214
129 C 8.1443 5.8785 -10.7722
130 H 2.0903 2.4064 -7.2919
131 H 2.2640 0.8042 -6.5595
132 H 1.1007 0.9225 -7.8036
133 H 2.6927 2.5296 -9.9180
134 H 2.6562 0.7552 -10.3556
135 H 4.8605 2.1328 -11.1221
136 H 5.1015 0.5338 -10.2777
137 H 4.9615 2.0736 -8.2841
138 H 5.9385 3.8959 -8.2319
139 H 4.6795 4.2647 -9.3868
140 H 5.9206 4.4868 -11.1616
141 H 7.2598 3.3279 -10.6374
142 H 8.0859 6.9556 -10.9288
143 H 8.1389 5.3469 -11.7238
144 H 9.1483 5.6355 -10.4244

Forces on the atoms, in the same order (eV/Å):
C 0.80 -1.20 -0.19
O 1.35 1.00 -0.14
C -2.39 0.22 -0.04
C 0.83 0.31 0.27
N -1.11 -1.32 0.19
C 0.89 0.25 -0.93
C -0.43 0.82 -0.93
O -0.36 -1.02 1.28
C -0.78 -0.40 -0.60
H -1.06 0.64 0.18
H -0.10 -0.15 -0.22
H 0.15 0.03 0.12
H 0.13 -0.01 0.58
H 0.11 0.07 -0.50
H 0.37 -0.06 0.08
H 0.53 -0.22 -0.11
H 0.56 0.33 -0.63
H -0.74 -0.03 0.04
H -0.20 0.17 0.90
H -0.10 -0.49 0.55
H 1.04 0.47 -0.01
H 0.71 0.52 0.19
H 0.05 0.18 -0.23
H -0.25 -0.10 0.12
C 1.25 -0.41 -0.89
O 0.29 -0.26 0.53
C 0.76 0.11 -1.16
C -1.62 1.75 0.83
N 1.15 -1.36 -0.07
C -1.13 0.13 0.33
C 2.63 -0.61 0.56
O -1.80 0.14 0.44
C 0.72 1.35 -1.73
H -0.16 -0.20 0.22
H 0.07 0.01 0.39
H -0.38 0.21 0.12
H -0.58 -0.34 0.10
H -0.01 0.28 -0.54
H -0.18 -1.27 -0.48
H 0.08 0.17 -0.23
H -0.10 -0.13 0.05
H 0.11 0.17 0.73
H -0.41 0.85 -0.04
H 0.15 -0.14 -0.17
H 0.04 -0.30 0.87
H -1.48 -0.06 0.54
H 0.40 0.06 -0.16
H 0.17 -0.16 -0.23
C 1.71 1.58 0.19
O -0.11 -2.57 -1.42
C -0.37 1.65 0.65
C -1.03 -0.48 1.74
N -0.36 -0.65 -2.07
C -0.39 -0.79 0.79
C -0.94 -0.28 -1.18
O 1.41 0.35 1.38
C -0.45 0.17 0.36
H 0.13 0.17 0.14
H -0.91 -0.56 0.62
H 0.44 0.19 -0.74
H 0.06 1.00 0.00
H -0.15 -0.04 -0.44
H 0.40 0.16 0.17
H 0.13 0.16 0.53
H -0.27 -0.27 -0.19
H 1.07 0.50 -0.33
H 0.07 -0.05 0.43
H -0.50 0.31 0.28
H -0.17 -0.47 0.56
H -0.30 -0.36 -0.88
H 0.06 0.52 -0.63
H 0.46 -0.24 0.04
C -2.37 0.28 0.29
O 2.60 -0.66 -1.81
C -0.05 0.33 3.88
C 1.15 0.21 -1.40
N -0.54 1.04 1.31
C -0.29 -1.29 -1.01
C -1.66 3.18 1.23
O -0.35 -2.83 1.43
C -0.14 1.85 -0.36
H -0.54 -1.17 0.48
H 0.39 1.60 0.56
H -0.03 -0.73 -1.45
H -0.46 0.49 -0.08
H 0.06 -0.61 0.23
H 0.22 0.29 -0.18
H -0.38 -0.55 -1.17
H 0.69 -0.11 -0.02
H 0.70 0.36 -0.99
H -0.30 -1.02 -0.27
H 1.32 -0.74 -0.15
H -1.09 -0.53 0.62
H 0.80 0.38 -0.46
H -0.24 0.52 -0.47
H 0.52 -0.31 -0.20
C -0.86 0.90 -0.76
O 2.67 -1.77 -0.84
C 0.79 0.30 0.36
C -0.75 0.57 -0.44
N 0.32 1.71 -0.29
C 0.17 -1.41 1.58
C -0.93 -0.65 -1.57
O -0.15 -1.52 0.20
C -0.14 1.65 -0.08
H -0.71 0.00 1.27
H -0.68 -0.48 -1.11
H 0.18 0.43 0.64
H -0.08 -0.18 0.65
H -0.16 0.06 0.06
H -0.32 0.57 -0.50
H -0.45 -0.65 0.14
H 0.25 0.11 -0.27
H -0.52 0.28 -0.87
H 0.11 0.04 0.82
H 0.19 0.27 0.02
H 0.32 -0.04 0.34
H -0.26 0.28 -0.41
H -0.09 0.37 0.82
H 1.10 -0.84 0.24
C 1.33 -0.30 -1.42
O -0.69 0.24 1.84
C 1.56 -1.40 0.14
C -2.20 0.29 1.10
N -0.13 1.72 -0.49
C 1.67 -0.57 -0.02
C -0.97 0.90 1.47
O -2.80 -1.25 2.43
C 2.69 -0.51 -1.94
H -0.51 0.01 -0.08
H 0.59 0.01 -0.18
H -0.14 0.50 -0.41
H -0.05 0.05 0.13
H -0.24 0.50 -0.76
H 0.09 -0.33 -0.17
H -0.27 -0.02 -0.39
H 0.07 -0.70 0.21
H 0.42 0.74 -0.26
H -0.56 -0.36 -0.03
H 0.37 -0.41 -0.73
H 0.04 0.02 -0.16
H -0.52 0.03 0.19
H -0.28 0.37 -0.62
H 0.56 0.47 0.13

***

Electronic energy (computed, a.u.): -245.8180; -4843.4590; -449.5676; -2656.4451